169
Properties=species:S:1:pos:R:3:forces:R:3 method="wB97M-V/def2-TZVPD" multiplicity=6 homo_ev="-4.678 / -7.858" homo_lumo_gap_ev="4.94 / 8.01"
Cr 0.922 -4.047 -2.586 0.16 -0.99 -0.82
P 1.356 -0.480 -1.236 0.45 -0.44 0.46
F 1.837 1.003 -0.708 -0.53 -0.45 -1.54
F 2.421 -1.109 -0.209 1.44 -0.47 -0.50
F 0.853 -1.949 -1.637 0.53 -1.49 0.50
F 0.365 -0.536 0.002 -1.73 0.65 0.65
F 2.412 -0.471 -2.484 -0.27 0.29 0.93
F 0.170 -0.067 -2.236 -0.04 2.33 -0.09
O 0.602 -2.587 -4.079 -1.13 1.22 -0.78
O 0.782 8.200 1.711 0.29 1.24 -0.01
O 3.498 3.190 2.733 -0.07 -0.53 0.55
O 1.971 -4.702 6.120 -0.29 -0.49 2.33
O -3.619 3.699 -0.280 -1.44 -0.37 -0.14
O 0.234 -0.365 4.392 -0.21 -0.20 0.21
O 5.380 4.395 -2.881 0.27 -2.04 -0.16
O -0.820 -6.970 -1.440 -0.18 -0.64 -1.39
O -6.689 0.064 1.087 0.19 -1.79 0.43
O -3.147 -1.115 -0.637 -0.62 0.63 -0.73
O 2.871 -3.744 -1.846 1.83 0.00 -0.62
O 0.065 4.238 -3.106 0.23 0.40 -0.12
O -1.280 -5.750 1.176 0.65 0.13 1.70
N 1.198 6.378 -1.351 0.33 0.76 -0.87
N 1.375 -2.985 3.818 0.79 -1.20 -1.25
N 4.937 3.478 0.280 -1.03 0.47 -0.52
N 0.641 -4.605 -0.563 -0.04 -1.92 2.61
N -1.211 -4.402 -3.202 -1.62 -0.38 0.75
N -5.565 0.208 -1.636 -1.02 -0.01 -0.31
N 0.055 3.305 -0.106 0.12 0.72 0.23
C -8.034 -0.246 1.428 0.96 0.57 0.22
C 0.373 -0.909 3.092 1.37 0.38 0.69
C -0.776 -2.264 -4.347 0.11 -1.20 -0.23
C 0.583 7.418 -0.535 -0.11 -1.18 0.99
C 4.893 3.160 -2.289 0.35 -0.19 0.20
C 2.824 1.950 2.936 -0.55 0.74 1.00
C -4.537 4.709 -0.729 0.41 -0.34 0.01
C -6.649 1.082 -1.155 0.75 0.59 2.86
C -0.562 -8.364 -1.415 -0.48 -0.52 0.88
C 1.535 -5.817 6.917 0.21 0.47 0.00
C -6.502 1.270 0.445 -0.59 0.70 -1.22
C -0.801 0.601 4.534 1.06 -0.70 0.27
C 0.050 -3.849 0.532 -0.86 1.32 0.71
C 3.021 -4.158 -0.499 -0.12 -1.69 0.52
C 1.509 -2.061 -5.008 0.73 0.55 -0.29
C -2.043 -6.639 -2.165 1.46 0.70 0.87
C 1.937 -5.170 -0.184 0.67 0.11 0.09
C 5.404 2.700 -0.880 -0.12 1.14 0.10
C 1.686 -1.728 3.158 -0.97 0.48 0.66
C -3.009 -0.635 0.679 0.86 0.96 0.35
C -2.136 -5.114 -2.244 0.05 0.02 0.36
C 1.060 5.192 -3.572 -0.80 0.48 1.49
C -1.434 -6.706 2.238 -0.85 -0.56 -1.49
C 2.604 -3.745 4.052 -0.84 -0.74 0.74
C 0.228 2.854 -3.413 1.23 0.56 -0.39
C -1.318 2.944 0.151 -1.08 -1.28 0.45
C -2.256 3.964 -0.485 -0.12 1.49 0.97
C 3.460 3.519 0.389 0.94 0.58 -0.46
C 1.321 8.136 3.014 0.07 -0.15 -0.39
C 4.141 -3.305 -2.392 0.17 0.94 0.46
C 4.915 5.551 -2.269 0.12 0.39 1.33
C 2.318 -5.056 4.852 0.05 1.09 -2.55
C -4.300 0.883 -1.755 1.30 -0.04 1.17
C 2.984 4.034 1.713 0.48 -0.72 0.09
C -1.579 2.626 1.648 -0.10 0.51 -0.57
C 0.833 7.025 0.918 -0.04 0.92 0.97
C -3.128 -0.106 -1.708 0.13 -1.36 -0.10
C 0.826 6.511 -2.742 0.07 -0.88 -1.17
C -0.500 -4.661 1.699 0.28 -0.51 -0.74
C -1.655 -2.994 -3.327 0.18 1.01 0.01
H 3.082 -3.954 3.095 -0.18 -0.31 -0.22
H -1.973 -7.511 1.739 -0.30 -0.15 0.37
H 0.707 -3.098 0.972 0.17 0.12 -0.32
H 0.063 6.390 1.356 -0.01 -0.72 -0.47
H -2.129 0.328 -1.741 -0.14 0.65 0.39
H -0.952 -1.190 -4.408 0.07 0.03 0.29
H 4.186 -3.107 -3.463 -0.96 -0.43 -0.02
H 2.187 -6.683 6.808 0.24 0.01 -0.15
H -8.024 -1.295 1.722 -0.41 0.07 -0.33
H -1.490 1.964 -0.293 -0.39 -0.17 -0.53
H 3.120 4.253 -0.341 -0.33 -0.23 -0.41
H 0.297 -5.086 2.310 0.21 0.08 0.06
H -1.095 -4.029 2.358 -0.09 0.14 0.00
H -1.500 3.480 2.321 0.26 0.20 -0.10
H 5.331 3.228 1.175 0.19 -0.44 -0.20
H -2.075 4.205 -1.533 0.36 -0.48 -0.31
H -0.792 -3.325 0.080 -0.06 0.36 0.12
H -2.093 4.897 0.053 0.59 0.53 0.08
H 2.131 -6.143 -0.634 -0.22 0.23 -1.04
H -2.001 -4.678 -1.254 0.21 -0.15 0.05
H -2.117 -7.082 -3.158 0.46 -0.21 -0.18
H 2.190 -1.772 2.193 -0.44 -0.81 -0.35
H -3.139 -0.702 -2.620 -0.30 -0.31 0.00
H -5.549 4.305 -0.727 0.15 -0.31 0.18
H 5.092 1.659 -0.793 -0.08 -0.39 -0.16
H 0.750 7.429 3.616 0.05 -0.04 0.31
H -1.458 -8.861 -1.044 -0.31 -0.32 -0.30
H 5.169 2.334 -2.944 0.70 0.28 -0.30
H 3.003 2.544 0.222 0.00 -0.02 -0.26
H -0.855 1.865 1.940 0.03 0.04 0.09
H -5.542 1.650 0.794 0.20 0.13 -0.47
H -2.881 -7.029 -1.587 -0.20 0.12 0.11
H 0.976 5.363 -4.646 -0.20 0.02 -0.06
H 3.376 5.031 1.915 -0.01 0.02 0.06
H -4.197 1.470 -2.668 -0.12 0.10 -0.03
H 3.180 -5.715 4.743 0.30 -0.20 0.48
H 4.372 -2.341 -1.940 0.07 0.05 0.21
H 0.521 -6.138 6.677 -0.16 0.13 -0.31
H 2.455 -1.265 3.777 -0.15 1.02 0.16
H 3.917 -4.773 -0.407 0.61 0.59 0.13
H -5.397 -0.429 -0.871 -0.33 -0.70 0.01
H 1.765 2.117 3.134 -0.46 0.25 -0.49
H 1.818 6.567 1.017 0.08 -0.20 -0.10
H 2.521 -2.159 -4.617 -0.12 -0.60 0.00
H 2.379 7.873 3.025 0.17 -0.50 -0.23
H 5.168 5.497 -1.210 -0.66 -0.05 0.39
H 0.427 -0.104 2.358 -0.01 -0.07 -0.22
H -7.269 1.937 0.840 -0.12 0.65 -0.29
H 6.493 2.742 -0.888 0.07 -0.08 -0.04
H 0.080 -5.438 -0.449 -0.75 -0.52 -1.15
H 1.360 7.331 -3.222 0.62 -0.04 0.01
H 2.904 1.174 2.175 0.41 0.16 -0.26
H 2.032 -5.501 0.851 -0.23 0.67 0.67
H -0.200 6.861 -2.854 -0.62 -0.44 -0.01
H 0.592 2.455 -0.201 0.23 0.05 0.00
H -1.658 0.378 3.898 -0.15 0.05 0.01
H 3.352 -3.169 4.596 0.17 0.21 0.40
H -0.492 7.491 -0.698 -0.39 -0.06 -0.15
H -0.347 1.559 4.281 -0.50 0.36 0.08
H -1.467 -4.817 -4.087 0.45 -0.17 -0.52
H 1.042 5.437 -1.021 -0.33 0.15 0.32
H 0.957 8.428 -0.702 0.54 -0.19 -0.21
H -7.662 0.686 -1.220 0.20 -0.45 -0.69
H -2.012 -6.328 3.081 -0.04 0.20 -0.02
H 4.972 -3.979 -2.185 -0.28 -0.40 0.26
H -0.205 -8.864 -2.316 -0.33 0.56 -0.63
H 1.462 -0.980 -5.140 -0.71 0.21 0.09
H -0.490 -1.551 2.916 -0.01 -0.20 -0.49
H 0.514 2.702 -4.454 -0.72 0.10 -0.52
H -2.050 -0.149 0.857 0.59 -0.12 -0.37
H -3.042 -1.439 1.414 -0.43 -0.24 -0.36
H -2.582 2.222 1.789 -0.04 -0.10 -0.12
H 1.895 4.036 1.688 -0.18 0.11 0.21
H -1.043 0.513 5.593 -0.40 0.54 -0.11
H -8.705 0.035 0.617 -0.23 -0.51 -0.07
H 0.065 3.765 -1.005 0.26 -0.05 -0.34
H 3.122 1.591 3.922 0.63 -0.28 -0.24
H 2.076 4.859 -3.358 0.07 -0.35 0.04
H 2.963 -3.366 0.248 0.33 0.44 -0.44
H 1.544 -5.527 7.968 0.07 0.21 -0.14
H -1.665 -2.416 -2.403 0.50 -0.60 0.52
H -2.698 -2.927 -3.635 -0.19 -0.09 -0.38
H 1.114 2.430 -2.940 -0.08 -0.03 0.78
H -8.294 0.359 2.297 -0.27 0.04 0.20
H -4.555 5.607 -0.112 0.32 -0.01 0.40
H -1.041 -2.719 -5.301 0.15 0.18 -0.55
H 1.325 9.129 3.462 -0.56 0.03 -0.13
H -0.519 -7.169 2.607 0.48 0.46 -0.09
H -3.683 0.174 0.964 -0.78 -0.26 -0.14
H -4.352 5.056 -1.745 0.37 -0.21 -0.25
H 0.182 -8.670 -0.679 0.27 0.86 0.27
H 3.845 5.673 -2.441 -0.09 0.31 0.22
H -4.137 1.518 -0.884 -0.04 0.67 -0.18
H 1.400 -2.535 -5.984 0.08 -0.15 -0.07
H -0.672 2.312 -3.121 0.13 0.15 -0.10
H 0.819 -2.865 4.652 0.29 0.30 0.18
H 1.467 -5.553 4.387 -0.18 -0.26 -0.39
H -3.188 -4.926 -2.462 -0.17 0.34 -0.45
H 3.812 3.035 -2.360 -0.47 0.80 0.35
H -6.664 2.092 -1.565 0.29 -0.16 -0.50
H 5.476 6.442 -2.550 -0.05 -0.18 -0.90



161
Properties=species:S:1:pos:R:3:forces:R:3 method="wB97M-V/def2-TZVPD" multiplicity=1 homo_ev=-8.314 e_above_lowest_ev=8.619 smiles="CC1(C)CCCC(C)(C)N1O.CC1(C)CCCC(C)(C)N1O.COC[C@H](C)N.COC[C@H](C)N.COC[C@H](C)N.COC[C@H](C)N.COC[C@H](C)N.NC(N)=O.NC(N)=O" homo_lumo_gap_ev=8.35
O -6.260 -5.483 -3.882 0.07 -1.01 0.69
O -2.940 -6.686 4.093 0.54 1.63 -0.30
O 4.390 -0.033 9.028 -0.57 0.01 0.09
O -0.578 3.576 -9.481 -3.96 1.08 -1.04
O 1.003 12.586 -1.722 0.34 0.00 -0.98
O -6.508 0.330 -9.200 -2.25 -2.68 -1.31
O 5.768 -8.117 -2.866 0.97 -2.75 1.34
O 1.521 1.756 -2.872 1.95 1.29 -0.43
O -2.912 6.369 5.670 -0.85 0.76 0.21
N 0.937 2.864 -8.152 3.16 -2.54 5.82
N -7.478 -5.128 -7.534 -0.56 0.63 1.82
N -4.434 0.862 -8.706 3.45 -1.98 1.08
N 3.686 -0.138 7.828 -0.62 -0.81 -1.95
N 0.213 7.098 3.612 -0.33 -1.22 1.36
N 2.550 9.337 -1.360 1.15 -0.30 -0.12
N 1.521 3.614 -10.077 4.22 1.04 -2.81
N 0.792 0.708 -3.364 0.08 -0.14 -1.21
N 4.536 -6.773 0.370 -0.32 0.37 -1.36
N -2.136 -6.999 6.976 0.67 1.12 0.60
N -5.625 2.282 -9.667 -0.32 5.58 -2.91
C -0.907 -8.868 6.345 2.14 0.73 0.47
C -1.146 2.204 -3.171 0.63 0.04 -0.42
C -0.545 0.828 -1.145 -0.19 -0.26 -0.60
C -1.663 5.621 2.986 0.21 0.68 1.22
C 2.517 -1.098 7.934 0.43 0.22 0.03
C 3.132 -2.509 8.233 0.76 0.47 0.17
C -2.270 -7.717 4.703 -0.81 -1.85 -0.25
C 2.600 -0.634 -4.543 0.71 2.01 1.25
C 2.871 0.946 5.714 -1.01 -0.88 1.17
C -2.106 -6.115 3.126 -1.08 0.94 -1.33
C 2.015 -0.900 -1.880 0.74 0.37 -2.21
C -6.346 -5.070 -5.225 -1.80 0.08 -0.87
C -1.305 -7.436 5.843 -3.12 -2.28 -0.16
C 1.539 -0.579 -3.416 -1.86 -1.09 0.80
C 3.618 1.180 7.110 -0.61 -0.74 -0.14
C -7.051 -7.203 -6.510 0.74 -1.28 0.62
C -7.337 -5.035 -3.074 -0.21 -0.58 -0.02
C 0.574 3.409 -9.229 -3.33 0.25 -2.05
C 1.856 -1.237 6.556 -1.21 2.19 -0.45
C -0.494 0.859 -2.744 -2.77 -1.54 0.69
C -3.971 7.033 5.003 0.29 0.62 -0.48
C 0.451 10.000 -2.275 -0.25 -0.03 0.13
C 5.487 -7.386 -3.991 0.19 2.22 0.78
C 0.519 -1.591 -3.981 -0.17 -1.84 0.82
C 6.808 -7.131 -0.406 0.02 1.00 -1.64
C 1.492 13.862 -1.554 0.66 1.77 2.86
C 1.496 -0.629 9.015 0.24 -0.57 -0.52
C -1.231 6.852 3.863 -0.18 -0.17 -1.65
C -1.556 6.701 5.371 0.15 -1.81 -1.45
C -0.779 -1.680 -3.227 0.66 0.64 -0.04
C 1.700 11.601 -0.945 -1.54 -0.20 -0.20
C -7.482 -5.818 -6.242 2.92 0.62 1.80
C 1.849 10.482 -1.924 -0.13 -0.76 -0.58
C 2.953 2.328 7.909 -1.17 -0.26 -0.22
C 1.490 0.162 5.886 2.22 -0.35 0.64
C -5.564 1.045 -9.351 -1.28 -1.09 3.22
C 4.918 -7.995 -1.703 -0.45 -2.43 -2.51
C 5.047 1.480 6.764 1.79 0.24 -0.99
C 5.332 -6.893 -0.888 1.90 1.54 2.74
C -1.447 -0.312 -3.278 0.16 -0.07 1.41
H 3.048 3.313 7.450 0.54 -0.07 -0.11
H -7.845 -4.267 -7.153 -0.20 1.15 -1.26
H 5.852 1.321 7.481 -0.66 -0.02 0.76
H 1.000 11.271 -0.177 -0.29 -0.17 0.19
H -1.694 7.723 3.398 -0.91 0.18 0.54
H 2.720 -1.732 -1.873 -0.43 -0.40 0.13
H 3.926 -8.003 -2.155 -0.61 0.50 0.66
H -1.021 7.480 5.914 -0.78 0.51 0.46
H -1.156 -5.699 3.461 -0.04 0.02 0.36
H 5.366 0.816 5.960 -0.16 -0.12 -0.19
H 0.591 7.687 4.340 0.26 0.27 -0.47
H 1.231 -0.949 -1.125 -0.03 -0.46 -0.47
H -6.672 -7.636 -5.584 -0.26 -0.46 0.06
H 2.572 13.873 -1.407 0.18 -0.06 -0.02
H 1.360 3.932 -11.022 -0.01 -0.06 0.49
H -8.250 -5.562 -8.020 -0.20 0.13 -0.58
H -0.150 10.760 -2.774 0.02 0.02 0.24
H -2.149 2.409 -2.798 -0.11 -0.71 0.16
H -4.272 -0.071 -8.355 0.43 0.52 0.15
H 5.275 -6.016 -1.532 0.24 0.57 0.28
H 3.179 2.417 8.971 0.64 -0.16 -0.09
H -0.573 3.069 -2.837 0.29 -0.15 -0.10
H 7.256 -6.222 -0.006 -0.40 0.06 0.65
H -2.258 -0.449 -2.563 -0.46 0.77 -0.13
H -6.684 -4.044 -5.079 0.09 0.57 -1.07
H 5.007 -8.896 -1.095 0.10 -0.38 -0.35
H 6.984 -7.986 0.248 -0.44 0.10 -0.01
H 0.438 7.369 2.666 -0.13 0.28 0.28
H -8.216 -5.646 -3.278 -0.42 0.41 -0.36
H -1.917 -6.791 2.292 0.27 -0.56 0.11
H -1.872 -0.116 -4.262 0.21 0.21 -0.05
H 3.632 -6.456 0.049 -0.76 -0.27 0.16
H 5.701 -6.381 -3.626 -0.66 1.01 -0.79
H 0.815 -1.548 6.644 0.27 -1.24 0.49
H -6.377 2.672 -10.217 0.30 -0.09 0.20
H -7.797 -7.852 -6.968 -0.21 0.03 0.16
H 0.280 -1.564 -5.044 0.38 1.01 -0.19
H 2.623 -3.415 7.905 -0.92 0.41 0.11
H 1.872 2.188 7.907 -0.21 -0.20 -0.08
H 3.428 -2.647 9.273 -0.13 0.12 0.06
H -0.550 -6.741 5.474 0.40 -0.18 0.84
H -8.385 -5.719 -5.640 -0.44 -0.23 -0.31
H -7.204 -5.195 -2.004 0.91 -0.18 -0.09
H 0.368 1.052 -0.593 0.10 0.38 -0.28
H 0.755 0.591 6.567 0.19 0.55 -0.05
H -3.113 -8.289 5.090 0.28 -0.57 0.48
H -2.774 -7.755 7.179 -0.02 0.04 0.08
H -1.404 -2.483 -3.618 -0.16 0.13 -0.05
H 2.433 -1.910 5.920 -0.07 0.21 -0.14
H -3.962 8.110 5.176 0.21 0.22 -0.03
H -4.729 2.740 -9.581 -0.78 0.83 -0.80
H 2.561 11.846 -0.324 0.56 0.85 -0.84
H 1.761 1.560 -1.964 0.05 -0.07 0.49
H 3.298 9.638 -0.751 -0.08 0.40 0.77
H 2.896 1.874 5.142 -0.52 0.21 0.21
H 2.661 -0.076 -1.578 0.06 0.22 -0.01
H -6.198 -7.193 -7.188 0.02 0.18 -0.09
H 5.239 2.483 6.382 -0.47 0.25 -0.02
H -7.498 -3.963 -3.187 -0.28 0.09 -0.33
H 3.150 9.056 -2.122 -0.17 -0.95 -0.35
H 1.282 14.789 -2.088 -0.66 -1.07 -1.93
H 7.414 -7.232 -1.306 0.05 -0.55 -0.07
H -1.183 5.733 5.705 1.17 0.23 -0.10
H 0.074 9.759 -1.281 -0.74 -0.21 -0.23
H 3.439 0.245 5.103 0.43 0.00 0.22
H 0.957 -0.042 4.957 0.29 0.20 -0.20
H 0.981 -2.576 -3.914 0.39 -0.16 0.17
H -0.524 -1.942 -2.200 -0.28 -0.01 0.24
H 4.052 -2.571 7.651 0.20 0.28 0.05
H 1.939 2.790 -8.049 -0.40 -0.46 0.95
H -4.968 6.713 5.308 0.38 -0.55 0.54
H 0.309 2.528 -7.436 0.19 0.34 -0.33
H -5.339 -5.101 -5.642 -0.16 -0.14 -0.17
H 4.860 -5.931 0.822 0.45 0.03 0.42
H 1.944 -0.644 10.008 -0.08 -0.19 0.10
H -0.041 -8.626 6.960 0.33 -0.54 0.14
H -0.847 -0.140 -0.747 -0.10 -0.16 -0.22
H 6.244 -7.486 -4.769 -0.24 -0.88 -0.01
H -1.383 5.834 1.954 0.26 -0.38 0.04
H 3.466 -0.099 -4.152 0.37 0.13 -0.41
H 2.956 -1.587 -4.935 -0.53 -0.26 0.54
H 2.446 3.386 -9.742 0.05 0.31 -0.96
H -1.192 2.214 -4.260 0.03 0.17 -0.07
H -3.924 6.847 3.930 0.04 0.16 -0.12
H 1.025 14.218 -0.636 0.44 0.15 0.96
H 2.181 -0.048 -5.361 0.10 -0.04 -0.06
H -2.723 -5.349 2.654 0.31 0.47 0.14
H -2.728 5.386 2.990 -0.07 0.35 0.15
H 0.659 -1.325 8.976 -0.03 -0.06 0.36
H -1.572 -9.355 7.058 -0.60 0.55 -0.25
H 0.419 9.099 -2.888 0.33 -0.03 0.05
H 3.697 0.304 9.601 0.22 0.29 0.95
H 1.085 0.368 8.861 0.18 0.01 -0.27
H -0.615 -9.668 5.665 0.04 0.52 -0.58
H -3.806 1.651 -8.643 0.51 -1.07 0.35
H 2.342 10.790 -2.847 0.18 0.59 0.08
H -1.177 4.756 3.437 0.31 -0.15 -0.53
H 4.455 -7.466 -4.333 -0.04 -0.15 -0.28
H -1.845 -8.328 3.907 0.55 -0.29 -0.07
H -2.716 -6.193 6.787 0.14 0.26 -0.30
H -1.316 1.541 -0.851 0.15 -0.01 0.19



Number 1: DFT total energy -4930.90088 Ha. Number 2: DFT total energy -2863.67895 Ha.